# C26H106N52O27

A cluster of 27 separate species, C26H106N52O27 in total (the ωB97M-V functional and the def2-TZVPD basis, OMol25).

Results
F_max	0.1888	Eh/bohr
gap between HOMO and LUMO	8.24	eV
E	-5933.7721	hartree

Element x y z (Å)
C (3.98035, -3.37071, 4.51791)
O (3.53106, -4.48150, 4.44554)
N (5.04050, -2.95793, 5.18158)
N (3.54125, -2.37380, 3.78471)
H (5.25314, -1.97061, 5.17240)
H (5.61217, -3.70263, 5.55403)
H (2.84003, -2.69772, 3.13397)
H (3.65331, -1.37692, 3.90206)
C (1.27455, -4.46530, 1.58564)
O (1.70975, -3.46519, 1.93219)
N (1.85833, -5.24710, 0.65947)
N (0.26194, -5.05970, 2.17594)
H (2.70578, -4.85725, 0.27224)
H (1.74719, -6.24978, 0.70828)
H (-0.05227, -4.56582, 2.99902)
H (-0.11359, -5.93796, 1.84773)
C (5.44478, -1.65613, -2.05623)
O (4.73264, -1.29623, -1.23094)
N (5.86686, -2.82590, -2.10593)
N (5.90444, -0.86962, -2.99511)
H (6.66923, -2.92839, -2.71074)
H (5.64292, -3.52926, -1.41655)
H (6.43933, -1.21339, -3.77985)
H (5.66899, 0.08912, -2.78188)
C (0.83606, 3.62553, 5.87403)
O (0.63663, 4.81527, 6.12540)
N (1.19110, 3.19907, 4.71479)
N (0.69537, 2.62860, 6.65357)
H (1.41052, 2.22062, 4.59396)
H (1.64082, 3.83117, 4.06803)
H (0.89160, 1.70740, 6.28890)
H (0.07699, 2.80332, 7.43278)
C (0.22241, 5.35865, 1.28630)
O (-0.83887, 5.44102, 1.85634)
N (0.88996, 6.36555, 0.81408)
N (0.74727, 4.20369, 0.91290)
H (1.61854, 6.04346, 0.19317)
H (0.64228, 7.33019, 0.98206)
H (0.27068, 3.32085, 1.02933)
H (1.55360, 4.31790, 0.31550)
C (5.57847, -4.94074, 0.96576)
O (6.20530, -4.73870, -0.03746)
N (4.67198, -4.08030, 1.35650)
N (5.81562, -5.79451, 1.83416)
H (4.22825, -4.21676, 2.25349)
H (4.35422, -3.38447, 0.69699)
H (5.30553, -5.82662, 2.70530)
H (6.57806, -6.38746, 1.53888)
C (-4.93107, 4.20804, 0.43389)
O (-3.74930, 3.89326, 0.35800)
N (-5.98171, 3.50044, 0.00855)
N (-5.30409, 5.20462, 1.15481)
H (-6.80308, 3.40852, 0.58907)
H (-5.87807, 2.85198, -0.75883)
H (-4.62595, 5.80617, 1.60021)
H (-6.27863, 5.38821, 1.34629)
C (1.47264, 3.36923, -6.76907)
O (1.82303, 2.66641, -5.84275)
N (2.05504, 4.46706, -7.17405)
N (0.61858, 2.95476, -7.59210)
H (1.82448, 4.84077, -8.08360)
H (2.78911, 4.70761, -6.52338)
H (0.27291, 2.02984, -7.80454)
H (0.24352, 3.69515, -8.16764)
C (-1.18076, 3.52226, -2.64132)
O (-0.41370, 2.68181, -3.18941)
N (-1.76652, 4.47825, -3.31673)
N (-1.49260, 3.53624, -1.37539)
H (-1.19702, 4.76689, -4.09933)
H (-2.44355, 5.09842, -2.89589)
H (-1.28102, 2.77531, -0.74585)
H (-2.12367, 4.28132, -1.11711)
C (2.22355, -6.72168, -2.29106)
O (3.08168, -6.81593, -1.35860)
N (1.15144, -5.98903, -2.24628)
N (2.26178, -7.53170, -3.30220)
H (0.37591, -5.97196, -2.89309)
H (1.21102, -5.43187, -1.40597)
H (1.49584, -7.37049, -3.94051)
H (3.18781, -7.90224, -3.46118)
C (-0.25446, 0.64448, 0.20632)
O (-0.61069, 1.70220, 0.63760)
N (0.00433, 0.54155, -1.16074)
N (-0.09276, -0.50212, 0.88640)
H (0.38857, -0.38464, -1.28166)
H (-0.21519, 1.27320, -1.82150)
H (-0.11097, -1.35331, 0.34302)
H (-0.39427, -0.56876, 1.84804)
C (1.16429, -2.31210, -1.39520)
O (0.06139, -2.51014, -0.97220)
N (1.58090, -1.92928, -2.52050)
N (2.17890, -2.31061, -0.66686)
H (0.97936, -1.75592, -3.31308)
H (2.57556, -2.09077, -2.58888)
H (1.98875, -2.57083, 0.29033)
H (3.04823, -1.82620, -0.83924)
C (-2.31866, -4.04244, -3.09283)
O (-3.13317, -4.43959, -3.91332)
N (-1.32651, -4.72053, -2.54391)
N (-2.14406, -2.78360, -2.83322)
H (-1.27442, -5.71850, -2.69038)
H (-0.50989, -4.17564, -2.30659)
H (-2.70486, -1.99698, -3.12789)
H (-1.37802, -2.44893, -2.26640)
C (-1.75202, 0.36541, -5.07183)
O (-2.26077, -0.74215, -5.22763)
N (-2.50610, 1.48662, -5.00408)
N (-0.51326, 0.68161, -4.90476)
H (-2.03758, 2.36943, -4.85837)
H (-3.41469, 1.59582, -5.43146)
H (-0.14310, 1.61348, -5.02592)
H (-0.00058, -0.18727, -4.85675)
C (2.95808, -0.67687, -5.90134)
O (1.88818, -0.91011, -5.46176)
N (3.29918, 0.51332, -6.28022)
N (4.01243, -1.44654, -5.84532)
H (2.62076, 1.26049, -6.24035)
H (4.29094, 0.67293, -6.38531)
H (4.87657, -0.92435, -5.81936)
H (4.05694, -2.39902, -5.51231)
C (0.41308, -0.34201, 4.77207)
O (1.23259, 0.56182, 4.80811)
N (-0.58930, -0.35402, 4.00697)
N (0.62858, -1.46464, 5.31984)
H (-0.98270, -1.25152, 3.76239)
H (-0.91453, 0.52980, 3.64203)
H (-0.13092, -2.08682, 5.55681)
H (1.37367, -1.31994, 5.98617)
C (-5.61171, 4.12743, -4.01629)
O (-6.23595, 4.93839, -4.56649)
N (-5.79772, 2.84906, -4.29975)
N (-4.84006, 4.27567, -2.97882)
H (-5.29063, 2.09360, -3.86130)
H (-6.22606, 2.62268, -5.18597)
H (-4.98186, 5.20334, -2.60543)
H (-4.48384, 3.53752, -2.38861)
C (-2.97311, 2.52706, 3.81323)
O (-4.13441, 2.07379, 3.79351)
N (-2.25629, 2.78622, 4.86632)
N (-2.45139, 3.18227, 2.88165)
H (-1.26211, 2.91653, 4.74496)
H (-2.77800, 2.47453, 5.67302)
H (-1.62959, 3.72079, 3.11558)
H (-2.87118, 3.50986, 2.02342)
C (-3.31891, -1.14959, 6.69233)
O (-3.10465, -0.24964, 7.55578)
N (-3.50854, -0.97922, 5.38838)
N (-3.18764, -2.43291, 6.88116)
H (-3.69947, -0.13209, 4.87261)
H (-3.70779, -1.82006, 4.86552)
H (-3.16679, -2.73331, 7.84523)
H (-3.11832, -3.08923, 6.11662)
C (-2.33242, -5.18825, 4.72976)
O (-1.93636, -4.01400, 4.73822)
N (-2.71903, -5.86792, 3.73031)
N (-2.45523, -5.87648, 5.84205)
H (-2.58388, -5.50861, 2.79611)
H (-3.08872, -6.78219, 3.94836)
H (-1.96966, -5.58114, 6.67697)
H (-2.52576, -6.87987, 5.75072)
C (4.73290, 3.71271, 1.41265)
O (4.13960, 4.73285, 1.17466)
N (4.85809, 2.73547, 0.62481)
N (5.35004, 3.48928, 2.54005)
H (4.34514, 2.70696, -0.24477)
H (5.41689, 1.97467, 0.98401)
H (5.20612, 4.11609, 3.31883)
H (5.62722, 2.59863, 2.92736)
C (-3.22432, -3.15419, 0.84453)
O (-3.08169, -1.88553, 0.85402)
N (-2.24624, -3.90007, 0.56770)
N (-4.32484, -3.84831, 0.94998)
H (-1.52498, -3.47387, 0.00358)
H (-2.31580, -4.90621, 0.62200)
H (-4.35090, -4.79263, 0.59265)
H (-5.14804, -3.26378, 0.97752)
C (-6.41114, -0.95875, 1.81874)
O (-6.56897, -2.10739, 1.47492)
N (-7.32001, 0.03883, 1.82750)
N (-5.21515, -0.49342, 2.29973)
H (-8.26930, -0.30573, 1.81220)
H (-7.21215, 0.96844, 2.20735)
H (-5.22421, 0.45257, 2.65346)
H (-4.35702, -1.01148, 2.17596)
C (1.79810, 5.90358, -2.28009)
O (2.53788, 6.76687, -2.09992)
N (2.00640, 4.66349, -2.32155)
N (0.55898, 6.22182, -2.33607)
H (1.24019, 4.03164, -2.50537)
H (2.87883, 4.29816, -1.96731)
H (0.22465, 7.17403, -2.29572)
H (-0.08873, 5.44686, -2.33953)
C (-4.46982, 0.59217, -0.98643)
O (-5.41604, 1.27028, -1.50081)
N (-3.70285, 0.98776, 0.01926)
N (-4.10970, -0.53386, -1.45550)
H (-3.81220, 1.87226, 0.49444)
H (-3.21375, 0.23900, 0.48856)
H (-3.26487, -1.00986, -1.17305)
H (-4.77612, -0.97718, -2.07150)
C (4.00656, 2.24596, -2.78491)
O (4.73588, 1.84964, -1.83181)
N (4.35824, 3.04528, -3.80665)
N (2.80471, 1.71226, -3.00303)
H (5.25639, 3.48053, -3.65172)
H (3.53894, 3.47251, -4.21448)
H (2.53668, 1.79909, -3.97294)
H (2.56328, 0.93874, -2.40013)
O (3.67033, 1.14653, 3.63062)
H (3.79996, 1.88411, 4.22678)
H (2.72409, 1.00212, 3.62971)

Atoms 1-2, force components in eV/Å:
0.593 2.004 -0.495
-0.374 -2.795 -0.069